No. 1
Here is a cluster of 17 separate species, H35O17 in total in a non-equilibrium geometry from the Open Molecules 2025 dataset. Energies are from ωB97M-V with the def2-TZVPD basis set.

Summary:
DFT total energy (eV): -35368.1564
Energy relative to the best compared isomer or geometry (same formula, charge and spin) (kcal per mole): 96.10
Highest occupied orbital energy (eV): -13.18

ORCA input file:
```
! RIJCOSX wB97M-V def2-TZVPD def2/J DEFGRID3
* xyz 1 1
O 2.08 -0.06 -2.06
H -1.42 2.33 1.73
H 1.67 0.79 -1.89
O -1.84 1.67 0.92
H 2.41 -3.19 -0.17
H -4.22 1.37 3.36
O 1.68 3.83 1.38
H 2.63 3.90 1.52
H 0.41 -1.93 -3.48
O 1.53 1.04 3.01
H 2.11 0.88 3.80
H -0.80 1.08 -3.60
O 0.16 -2.72 -2.95
H -2.80 3.48 -2.53
O -0.39 -0.58 0.52
H -0.55 -0.96 -0.36
H 3.87 1.90 -2.16
O -2.38 -4.71 -0.42
H 0.54 -0.81 0.75
H 3.24 -1.80 -1.86
O -2.38 2.65 -2.22
H 1.42 -0.72 -2.27
H -2.91 2.49 -1.44
O 1.76 -2.54 -0.53
H -3.03 0.70 3.96
H 0.95 -3.11 -0.72
O 3.68 1.69 -1.22
H 3.30 -0.21 -0.25
H 2.80 2.07 -1.26
O -2.09 -1.51 4.46
H -4.07 -2.19 -0.70
H -0.09 3.25 3.05
O 3.66 -2.17 -2.62
H -1.90 -1.18 3.57
H 3.79 -1.60 -3.38
O -4.39 -1.29 -0.86
H -5.23 -1.40 -1.30
H -2.16 -5.28 0.33
O -0.64 2.49 2.82
H -1.98 -4.99 -1.25
H -1.12 0.98 0.65
O 0.08 0.97 -3.94
H 1.59 2.95 1.01
H -2.63 1.25 1.36
O -3.40 0.91 3.09
H -0.47 1.58 3.08
H 2.26 1.50 2.59
O 2.75 -0.07 0.55
H 2.82 0.88 0.51
H 0.88 -2.64 -2.30
H -1.53 -2.31 4.49
H 0.33 1.35 -4.78
*
```

Mulliken atomic charge list, values in e, 6 entries:
1 O -0.235
2 H 0.520
3 H 0.248
4 O -0.422
5 H 0.284
6 H 0.285

***

No. 2
Here is a structure of composition H35O18 in a non-equilibrium geometry from the Open Molecules 2025 dataset. Energies are from ωB97M-V with the def2-TZVPD basis set.

Summary:
DFT total energy (eV): -37425.2004
Energy relative to the best compared isomer or geometry (same formula, charge and spin) (kcal per mole): 16.05
Highest occupied orbital energy (eV): -6.87

ORCA input file:
```
! RIJCOSX wB97M-V def2-TZVPD def2/J DEFGRID3
* xyz -1 1
O -0.75 -3.97 -2.41
H -1.67 -3.80 -2.60
H -0.21 -3.54 -3.09
O 1.62 1.72 1.01
H 2.17 1.01 0.67
O 2.01 2.31 -3.95
H 1.25 2.21 -3.31
H 1.55 2.93 -4.53
O 3.06 0.46 -1.79
H 2.46 -0.25 -1.42
H 2.82 0.25 -2.70
O -1.42 3.10 0.13
H -2.35 3.24 -0.10
H -1.51 2.17 0.40
O -1.74 -0.04 -1.88
H -0.92 0.39 -1.61
H -1.68 -1.01 -1.64
O 1.31 -1.33 -0.61
H 0.55 -0.86 -0.24
H 1.81 -1.61 0.18
O -1.93 -1.98 -0.06
H -2.19 -2.81 -0.49
H -2.02 -0.06 0.30
O 1.41 0.19 4.80
H 1.64 -0.57 4.25
H 0.60 0.58 4.42
O 0.16 3.65 -2.17
H 0.19 3.12 -1.36
H -0.07 4.53 -1.88
O 1.88 -2.87 -2.65
H 2.15 -3.74 -2.93
H 1.26 -2.99 -1.92
O -2.17 0.77 -4.54
H -1.41 0.23 -4.75
H -2.35 0.78 -3.59
O -1.37 0.37 0.88
H 0.71 1.46 0.85
H -1.01 -0.30 1.46
O -2.56 -1.55 2.34
H -3.29 -1.04 1.98
H -2.10 -2.19 1.78
O 1.48 -2.66 3.29
H 1.39 -3.59 3.53
H 0.69 -2.55 2.74
O -0.23 -3.13 1.17
H -1.05 -2.37 0.75
H -0.38 -3.99 0.78
O 1.41 5.13 2.54
H 0.97 4.34 2.88
H 2.32 4.97 2.82
O -1.71 0.45 4.03
H -2.26 -0.09 4.61
H -1.87 0.16 3.14
*
```

Mulliken atomic charge list, values in e, 6 entries:
1 O -0.614
2 H 0.285
3 H 0.337
4 O -0.587
5 H 0.255
6 O -0.601

***

No. 3
Here is a cluster of 18 separate species, H36O18 in total in a non-equilibrium geometry from the Open Molecules 2025 dataset. Energies are from ωB97M-V with the def2-TZVPD basis set.

Summary:
DFT total energy (eV): -37438.9177
Energy relative to the best compared isomer or geometry (same formula, charge and spin) (kcal per mole): 82.87
Highest occupied orbital energy (eV): -10.62

ORCA input file:
```
! RIJCOSX wB97M-V def2-TZVPD def2/J DEFGRID3
* xyz 0 1
O 3.79 2.11 -0.72
H 4.59 1.92 -0.23
H 3.13 2.46 -0.09
O -0.73 -5.55 2.79
H -0.34 -5.25 3.63
H -0.69 -4.75 2.27
O -2.74 -0.95 2.37
H -3.46 -1.59 2.47
H -2.09 -1.36 2.98
O -4.58 -1.81 0.43
H -5.30 -2.37 0.13
H -3.90 -1.71 -0.25
O -0.22 1.23 -1.68
H -0.71 1.15 -2.49
H -0.70 0.88 -0.93
O 2.12 3.72 -2.09
H 2.05 4.48 -2.67
H 2.78 3.05 -2.30
O 4.10 -1.77 1.03
H 3.42 -2.28 0.57
H 4.30 -1.06 0.42
O 4.82 0.89 1.80
H 4.01 0.80 2.30
H 5.17 -0.02 1.64
O -1.00 -2.22 -4.27
H -1.46 -3.04 -4.47
H -1.28 -2.05 -3.33
O 2.41 -0.63 -1.26
H 1.57 -0.17 -1.07
H 3.08 0.06 -1.38
O -2.55 0.04 -3.09
H -2.09 -0.38 -3.83
H -3.50 0.08 -3.16
O -0.47 -0.52 0.50
H 0.29 -0.97 0.88
H -1.23 -0.78 1.03
O 5.87 0.78 -1.96
H 5.43 0.11 -1.42
H 5.80 0.34 -2.83
O -2.42 -2.24 -1.62
H -2.58 -2.90 -2.31
H -1.49 -2.22 -1.32
O -3.39 0.09 5.02
H -3.34 -0.13 4.08
H -2.45 0.17 5.22
O -4.56 2.75 -0.02
H -5.46 2.60 0.26
H -4.11 2.10 -0.63
O -1.35 1.33 2.63
H -1.72 1.50 1.76
H -1.70 2.15 3.01
O 1.20 3.14 0.42
H 1.23 3.07 -0.56
H 0.26 2.99 0.55
*
```

Mulliken atomic charge list, values in e, 6 entries:
1 O -0.451
2 H 0.228
3 H 0.346
4 O -0.624
5 H 0.327
6 H 0.297

***

No. 4
Here is a cluster of 18 separate species, H36O18 in total in a non-equilibrium geometry from the Open Molecules 2025 dataset. Energies are from ωB97M-V with the def2-TZVPD basis set.

Summary:
DFT total energy (eV): -37434.2307
Energy relative to the best compared isomer or geometry (same formula, charge and spin) (kcal per mole): 190.95
Highest occupied orbital energy (eV): -10.31

ORCA input file:
```
! RIJCOSX wB97M-V def2-TZVPD def2/J DEFGRID3
* xyz 0 1
O 0.59 -0.09 4.46
H 0.77 0.87 4.61
H 1.33 -0.55 4.04
O -1.49 -3.79 -4.16
H -1.14 -3.02 -4.00
H -0.77 -4.44 -4.06
O 0.74 2.26 2.87
H 0.46 3.17 2.58
H 0.64 1.73 1.95
O -4.31 -0.95 1.45
H -3.98 -0.36 2.03
H -4.31 -1.88 1.74
O -4.32 1.69 -3.46
H -4.10 2.55 -3.29
H -5.04 1.33 -3.07
O 3.99 2.71 1.93
H 4.63 1.84 1.88
H 3.19 2.52 2.37
O 1.35 0.27 -6.46
H 1.90 -0.11 -5.79
H 0.57 -0.13 -6.56
O 0.35 -0.16 -4.19
H 0.00 -0.58 -3.49
H 1.24 0.08 -3.81
O 4.47 -1.94 0.09
H 5.47 -1.88 -0.15
H 4.42 -1.39 0.87
O -0.03 0.78 0.67
H -0.78 1.05 1.31
H 0.53 0.06 1.23
O -6.19 1.59 0.84
H -6.43 0.92 0.18
H -5.85 1.07 1.56
O -3.46 0.89 3.69
H -3.15 1.72 3.97
H -3.49 0.16 4.45
O 3.48 0.54 -0.86
H 3.13 -0.30 -0.58
H 2.89 1.32 -0.73
O 1.64 -4.07 -0.38
H 2.35 -3.87 0.09
H 0.84 -3.98 0.04
O -1.27 -1.94 -0.20
H -1.61 -2.23 0.51
H -1.74 -1.45 -0.78
O 3.82 0.20 -3.58
H 4.32 -0.36 -3.05
H 3.06 0.27 -2.99
O -2.88 3.93 1.99
H -3.36 4.55 2.69
H -3.22 2.97 1.98
O 3.62 -0.90 2.30
H 2.92 -1.65 2.16
H 4.23 -1.04 3.08
*
```

Mulliken atomic charge list, values in e, 6 entries:
1 O -0.625
2 H 0.320
3 H 0.265
4 O -0.597
5 H 0.267
6 H 0.321